{
  "formula": "C22H29N8OPPtS2",
  "method": "ωB97M-V with the def2-TZVPD basis set",
  "symbols": ["Pt", "N", "N", "C", "N", "S", "H", "H", "H", "H", "H", "N", "N", "N", "C", "N", "N", "H", "H", "H", "C", "C", "C", "C", "C", "C", "P", "C", "C", "C", "C", "C", "C", "C", "C", "C", "C", "C", "C", "H", "H", "H", "H", "H", "H", "H", "H", "H", "H", "H", "H", "H", "H", "H", "C", "S", "C", "O", "H", "H", "H", "H", "H", "H"],
  "xyz": [[-1.16, -0.60, 0.09], [-0.71, 3.20, -0.26], [-1.98, 3.37, 0.28], [-2.96, 2.51, -0.03], [-4.20, 2.76, 0.37], [-2.66, 1.16, -1.02], [-0.02, 3.69, 0.29], [-0.67, 3.53, -1.23], [-2.21, 4.23, 0.77], [-4.45, 3.61, 0.85], [-4.95, 2.14, 0.12], [-0.87, -5.86, 1.06], [-0.42, -4.73, 0.53], [0.86, -4.44, 0.48], [0.86, -3.21, 0.00], [-0.38, -2.79, -0.25], [-1.19, -3.78, 0.09], [-0.18, -6.58, 1.16], [-1.79, -6.14, 0.76], [1.75, -2.64, -0.19], [5.11, -1.28, 0.44], [4.56, -1.09, -0.82], [3.28, -0.60, -0.96], [2.53, -0.27, 0.18], [3.07, -0.50, 1.45], [4.36, -0.99, 1.57], [0.90, 0.51, 0.03], [1.00, 1.26, -1.62], [0.26, 0.62, -2.62], [0.32, 1.07, -3.93], [1.12, 2.16, -4.25], [1.88, 2.78, -3.27], [1.83, 2.33, -1.95], [0.96, 1.64, 1.45], [-0.04, 1.52, 2.40], [0.00, 2.25, 3.57], [1.06, 3.12, 3.80], [2.07, 3.25, 2.85], [2.03, 2.51, 1.68], [6.11, -1.65, 0.54], [5.14, -1.31, -1.71], [2.86, -0.44, -1.94], [2.50, -0.27, 2.33], [4.78, -1.13, 2.55], [-0.34, -0.24, -2.35], [-0.26, 0.57, -4.69], [1.16, 2.52, -5.26], [2.52, 3.60, -3.53], [2.43, 2.82, -1.20], [-0.86, 0.80, 2.22], [-0.76, 2.13, 4.32], [1.11, 3.67, 4.72], [2.90, 3.91, 3.04], [2.84, 2.58, 0.97], [-4.91, -3.36, 0.56], [-4.26, -1.76, -0.02], [-3.55, -2.34, -1.59], [-3.06, -1.50, 0.86], [-4.08, -4.05, 0.69], [-5.62, -3.73, -0.16], [-5.41, -3.20, 1.51], [-4.36, -2.61, -2.27], [-2.90, -3.19, -1.41], [-2.98, -1.52, -2.02]],
  "lowdin_charge": [0.687, 0.038, -0.038, -0.766, 0.146, 0.718, 0.104, 0.113, 0.173, 0.131, 0.115, 0.169, -0.255, 0.165, -0.159, -0.073, 0.074, 0.131, 0.123, 0.096, -0.040, -0.048, -0.085, -0.366, -0.085, -0.046, 0.983, -0.412, -0.163, -0.054, -0.049, -0.054, -0.090, -0.403, -0.124, -0.058, -0.049, -0.048, -0.092, 0.118, 0.118, 0.111, 0.114, 0.118, 0.056, 0.116, 0.117, 0.117, 0.102, 0.076, 0.115, 0.117, 0.118, 0.110, -0.212, 0.861, -0.248, -0.711, 0.043, 0.068, 0.062, 0.068, 0.027, 0.011],
  "homo_lumo_gap_ev": [7.268, 7.268],
  "charge": 2,
  "total_energy_ha": -2625.4795,
  "largest_force_ev_per_a": 1.86
}

{
  "formula": "C22H29N9O3",
  "method": "ωB97M-V with the def2-TZVPD basis set",
  "symbols": ["C", "C", "N", "N", "C", "O", "C", "C", "N", "N", "N", "C", "N", "O", "N", "C", "N", "H", "H", "C", "N", "C", "C", "O", "C", "C", "H", "H", "H", "H", "H", "H", "H", "H", "H", "H", "H", "C", "C", "C", "C", "C", "C", "H", "H", "C", "H", "H", "C", "C", "H", "H", "H", "C", "H", "H", "H", "H", "H", "H", "H", "H", "H"],
  "xyz": [[-0.50, -1.71, -0.18], [-0.82, -1.30, 1.23], [-0.29, -1.79, 2.29], [0.73, -2.70, 2.25], [1.94, -2.62, 1.65], [2.75, -3.53, 1.75], [2.27, -1.38, 0.92], [3.07, -1.27, -0.20], [3.14, 0.08, -0.41], [2.43, 0.72, 0.54], [1.91, -0.13, 1.32], [3.81, 0.80, -1.37], [4.58, 0.32, -2.30], [5.04, 1.37, -2.99], [4.58, 2.54, -2.50], [3.80, 2.25, -1.48], [3.09, 3.10, -0.74], [2.66, 2.73, 0.09], [3.28, 4.09, -0.82], [3.65, -2.34, -1.05], [2.57, -2.91, -1.85], [2.22, -2.07, -2.99], [1.04, -2.70, -3.73], [1.33, -4.01, -4.16], [1.69, -4.82, -3.07], [2.90, -4.25, -2.32], [3.12, -4.88, -1.45], [3.77, -4.25, -2.99], [1.92, -5.80, -3.48], [0.84, -4.90, -2.37], [0.80, -2.13, -4.62], [0.17, -2.72, -3.05], [1.93, -1.08, -2.63], [3.07, -1.96, -3.68], [4.47, -1.94, -1.66], [4.02, -3.11, -0.38], [0.64, -3.43, 2.95], [-1.85, -0.29, 1.45], [-2.10, 0.18, 2.75], [-3.06, 1.14, 2.98], [-3.81, 1.68, 1.94], [-3.56, 1.22, 0.65], [-2.60, 0.25, 0.41], [-2.45, -0.07, -0.61], [-4.14, 1.62, -0.17], [-4.83, 2.75, 2.18], [-5.09, 2.78, 3.24], [-5.73, 2.52, 1.61], [-4.31, 4.13, 1.76], [-3.11, 4.54, 2.59], [-2.30, 3.82, 2.49], [-2.74, 5.52, 2.27], [-3.38, 4.61, 3.64], [-5.43, 5.17, 1.88], [-6.28, 4.89, 1.27], [-5.76, 5.24, 2.92], [-5.08, 6.15, 1.57], [-4.01, 4.08, 0.70], [-3.23, 1.48, 3.99], [-1.51, -0.23, 3.56], [-0.09, -0.87, -0.74], [-1.42, -2.03, -0.66], [0.22, -2.53, -0.21]],
  "lowdin_charge": [-0.024, -0.282, 0.087, 0.069, -0.434, 0.065, -0.154, -0.095, 0.024, 0.055, 0.105, -0.188, 0.132, -0.071, 0.113, -0.335, 0.147, 0.072, 0.110, -0.112, -0.151, -0.164, -0.192, -0.126, -0.191, -0.158, 0.129, 0.134, 0.127, 0.127, 0.128, 0.117, 0.115, 0.132, 0.117, 0.128, 0.161, -0.170, -0.012, -0.032, -0.238, -0.031, -0.023, 0.103, 0.116, -0.144, 0.121, 0.121, -0.431, -0.071, 0.073, 0.077, 0.083, -0.084, 0.075, 0.080, 0.075, 0.132, 0.115, 0.106, 0.090, 0.089, 0.066],
  "homo_lumo_gap_ev": 8.570,
  "smiles": "C/C(=N\\NC(=O)c1nnn(-c2nonc2N)c1CN1CCOCC1)c1ccc(CC(C)C)cc1",
  "total_energy_ha": -1574.1384,
  "largest_force_ev_per_a": 2.02
}

{
  "formula": "C22H29N9O3PdS2",
  "method": "ωB97M-V with the def2-TZVPD basis set",
  "symbols": ["Pd", "N", "C", "N", "N", "N", "N", "C", "N", "N", "N", "N", "H", "O", "S", "C", "C", "C", "C", "S", "O", "C", "C", "C", "C", "C", "C", "C", "C", "C", "C", "C", "C", "H", "H", "H", "H", "H", "H", "H", "H", "H", "H", "H", "H", "H", "H", "H", "H", "H", "H", "C", "C", "O", "C", "C", "H", "H", "H", "H", "H", "H", "H", "H", "H", "H"],
  "xyz": [[-0.28, 0.34, 0.63], [2.65, 0.42, 2.70], [2.89, 0.19, 1.34], [4.13, -0.09, 0.94], [4.02, -0.21, -0.39], [2.79, -0.02, -0.75], [2.03, 0.26, 0.34], [1.48, 0.27, 3.42], [1.53, 0.10, 4.75], [0.25, 0.01, 5.12], [-0.52, 0.11, 4.08], [0.23, 0.29, 2.96], [3.47, 0.27, 3.26], [-2.34, -0.53, -0.82], [-3.74, -0.93, -0.55], [-4.63, 0.63, -0.26], [-4.68, 1.46, -1.55], [-3.93, 2.79, -1.46], [-2.41, 2.68, -1.34], [-1.76, 4.21, -0.61], [-0.28, 4.17, -0.71], [-2.31, 3.88, 1.06], [-3.15, 4.84, 1.61], [-3.65, 4.68, 2.89], [-3.30, 3.55, 3.62], [-2.46, 2.59, 3.07], [-1.95, 2.74, 1.78], [-3.90, -1.57, 1.12], [-4.99, -2.37, 1.40], [-5.15, -2.87, 2.69], [-4.20, -2.55, 3.66], [-3.11, -1.76, 3.36], [-2.94, -1.26, 2.07], [-4.12, 1.15, 0.55], [-5.63, 0.34, 0.08], [-5.72, 1.68, -1.79], [-4.29, 0.87, -2.39], [-4.33, 3.34, -0.60], [-4.17, 3.38, -2.35], [-1.93, 2.63, -2.32], [-2.04, 1.84, -0.74], [-3.39, 5.72, 1.03], [-4.31, 5.43, 3.32], [-3.68, 3.41, 4.63], [-2.16, 1.71, 3.63], [-1.33, 1.89, 1.40], [-5.71, -2.62, 0.63], [-6.00, -3.49, 2.93], [-4.32, -2.94, 4.67], [-2.38, -1.48, 4.10], [-2.08, -0.63, 1.81], [0.44, -2.06, -2.24], [0.10, -3.20, -1.30], [0.14, -2.72, 0.02], [-0.10, -3.71, 0.99], [0.32, -3.18, 2.34], [0.37, -2.40, -3.28], [1.44, -1.69, -2.04], [-0.26, -1.24, -2.09], [0.83, -4.02, -1.42], [-0.90, -3.62, -1.52], [0.47, -4.62, 0.74], [-1.17, -3.99, 0.98], [1.41, -3.12, 2.42], [-0.06, -3.81, 3.15], [-0.06, -2.17, 2.47]],
  "lowdin_charge": [0.186, 0.109, -0.519, -0.037, -0.168, -0.130, -0.041, -0.504, -0.024, -0.149, -0.133, -0.020, 0.104, -0.529, 0.946, -0.316, -0.245, -0.256, -0.337, 0.912, -0.515, -0.390, -0.131, -0.115, -0.093, -0.065, -0.068, -0.392, -0.120, -0.112, -0.093, -0.063, -0.062, 0.096, 0.087, 0.100, 0.101, 0.098, 0.104, 0.097, 0.050, 0.089, 0.087, 0.094, 0.073, 0.043, 0.096, 0.089, 0.094, 0.081, 0.066, -0.086, -0.306, -0.182, -0.305, -0.071, 0.064, 0.046, 0.045, 0.108, 0.110, 0.106, 0.110, 0.080, 0.070, 0.038],
  "homo_lumo_gap_ev": 3.765,
  "charge": -2,
  "total_energy_ha": -2498.4026,
  "largest_force_ev_per_a": 0.56
}

{
  "formula": "C22H29NO2",
  "method": "ωB97M-V with the def2-TZVPD basis set",
  "symbols": ["C", "C", "C", "O", "O", "C", "C", "C", "C", "C", "C", "C", "H", "H", "H", "H", "H", "C", "C", "C", "C", "C", "C", "C", "H", "H", "H", "H", "H", "H", "H", "C", "H", "C", "H", "H", "H", "C", "N", "C", "H", "H", "H", "C", "H", "H", "H", "H", "H", "H", "H", "H", "H", "H"],
  "xyz": [[-2.24, -2.34, 2.33], [-1.06, -3.04, 1.66], [-0.76, -2.47, 0.28], [-0.79, -3.14, -0.72], [-0.45, -1.19, 0.38], [0.01, -0.36, -0.70], [0.47, 0.94, -0.06], [1.16, 1.88, -0.82], [1.60, 3.06, -0.26], [1.37, 3.33, 1.08], [0.68, 2.40, 1.85], [0.24, 1.22, 1.28], [-0.30, 0.51, 1.89], [0.49, 2.60, 2.89], [1.72, 4.25, 1.52], [2.14, 3.78, -0.87], [1.35, 1.70, -1.87], [1.23, -1.01, -1.40], [2.52, -0.88, -0.63], [2.61, -1.19, 0.72], [3.81, -1.06, 1.39], [4.94, -0.63, 0.72], [4.86, -0.32, -0.62], [3.66, -0.44, -1.29], [3.61, -0.19, -2.34], [5.74, 0.02, -1.15], [5.88, -0.53, 1.25], [3.86, -1.31, 2.44], [1.74, -1.53, 1.25], [1.36, -0.55, -2.38], [1.00, -2.07, -1.56], [-1.13, -0.02, -1.72], [-0.85, 0.93, -2.18], [-1.32, -1.04, -2.84], [-0.45, -1.08, -3.50], [-2.18, -0.76, -3.45], [-1.49, -2.04, -2.45], [-2.48, 0.16, -1.01], [-2.49, 1.17, 0.04], [-3.65, 1.04, 0.88], [-4.60, 1.23, 0.34], [-3.69, 0.04, 1.30], [-3.58, 1.76, 1.70], [-2.41, 2.52, -0.49], [-1.49, 2.64, -1.06], [-2.39, 3.22, 0.34], [-3.26, 2.76, -1.14], [-2.76, -0.79, -0.55], [-3.24, 0.39, -1.78], [-1.27, -4.11, 1.54], [-0.17, -2.93, 2.28], [-2.04, -1.28, 2.43], [-2.40, -2.76, 3.32], [-3.15, -2.48, 1.75]],
  "lowdin_charge": [-0.084, -0.128, -0.497, 0.106, 0.015, -0.304, -0.172, -0.046, -0.074, -0.090, -0.070, -0.026, 0.110, 0.102, 0.099, 0.103, 0.121, -0.057, -0.209, -0.024, -0.072, -0.095, -0.084, -0.044, 0.111, 0.101, 0.099, 0.102, 0.106, 0.117, 0.128, -0.246, 0.132, -0.046, 0.077, 0.081, 0.069, -0.167, -0.259, -0.095, 0.089, 0.065, 0.086, -0.086, 0.073, 0.089, 0.091, 0.122, 0.130, 0.120, 0.118, 0.061, 0.076, 0.079],
  "homo_lumo_gap_ev": 9.001,
  "smiles": "CCC(=O)O[C@](Cc1ccccc1)(c1ccccc1)[C@@H](C)CN(C)C",
  "total_energy_ha": -1060.9561,
  "largest_force_ev_per_a": 1.05
}

- What is the formula in the third record?
  C22H29N9O3PdS2